Formula: C22H40N3O6
Source: OMol25
Level of theory: ωB97M-V/def2-TZVPD

Results
Largest force on an atom, hartree/bohr: 0.0554
ΔE to the lowest compared entry with this formula, charge and spin, eV: 3.106
Orbital gap, eV: 7.428
Lowest unoccupied orbital energy, eV: -2.8
Charge: +1
Calculated total energy, Ha: -1477.63857

Element x y z (Å)
O (-2.0058, 3.1168, 2.0917)
O (3.2099, 7.8531, 1.3491)
O (4.3330, 1.7747, 4.1926)
O (4.8696, 6.5994, 2.1665)
O (-0.7696, -2.8579, -1.1474)
O (-1.7815, 2.4939, 4.2263)
N (3.1089, 5.5186, 1.0995)
N (1.8641, 5.6071, 0.7041)
N (-3.3294, -3.3018, -2.8186)
C (4.9109, 1.3053, 2.9976)
C (-1.2792, 1.5634, 0.3822)
C (-2.3519, -2.1432, -2.8462)
C (-3.6458, -3.1427, -0.2809)
C (4.1083, 1.9629, 0.6350)
C (3.5616, 0.7869, 4.8566)
C (0.1510, 1.6367, 0.9082)
C (-3.1226, -4.3048, -3.9369)
C (3.8573, 1.0802, 1.8855)
C (3.8153, 6.8416, 1.6019)
C (1.3127, 4.4855, 0.3002)
C (1.9583, 3.2379, 0.2541)
C (-1.8167, -5.0823, -3.9680)
C (-2.3289, 1.8818, 1.4368)
C (3.2877, 3.2128, 0.6553)
C (1.1814, 2.0381, -0.1994)
C (3.8434, 4.4227, 1.0926)
C (-3.4204, -4.0249, -1.4917)
C (0.1478, -3.9301, -0.9420)
C (-2.3355, 3.1433, 3.4075)
C (-0.9001, -2.4185, -2.4822)
C (-4.6788, -2.6963, -3.0972)
H (-3.9517, -5.0054, -3.8506)
H (-3.2388, -3.7544, -4.8694)
H (3.8946, 1.3583, -0.2406)
H (1.8532, 1.2205, -0.4293)
H (-5.4227, -3.4875, -3.0833)
H (-2.5208, -4.6187, -1.3752)
H (2.8505, 1.2743, 2.2468)
H (-4.9002, -1.9502, -2.3425)
H (4.0071, -0.1993, 4.7139)
H (0.6513, 2.2784, -1.1200)
H (0.8516, -4.0389, -1.7676)
H (3.5276, 1.0544, 5.9064)
H (4.8622, 4.4482, 1.4404)
H (-0.3619, -1.4665, -2.5658)
H (0.7018, -3.7337, -0.0268)
H (2.5356, 0.7785, 4.4781)
H (-0.3993, -4.8692, -0.8094)
H (-1.4657, 0.5301, 0.0786)
H (-2.4019, -1.7364, -3.8564)
H (-1.9584, -5.9564, -4.6029)
H (0.4954, 0.6891, 1.3133)
H (-0.4197, -3.0928, -3.1856)
H (-3.2891, 1.9961, 0.9340)
H (3.9028, 0.0313, 1.5940)
H (5.6018, 2.0799, 2.6743)
H (-2.3690, 1.0910, 2.1835)
H (-1.4956, -5.4418, -2.9928)
H (5.1684, 2.2026, 0.5732)
H (-2.7565, -1.3998, -2.1623)
H (0.2789, 4.5104, -0.0203)
H (-4.5897, -2.6001, -0.3303)
H (-3.1572, 3.8081, 3.6900)
H (-1.4699, 2.2201, -0.4647)
H (-4.6473, -2.2261, -4.0764)
H (-4.2547, -4.7200, -1.5952)
H (5.4800, 0.3898, 3.1756)
H (0.2004, 2.3974, 1.6813)
H (-2.8431, -2.4289, -0.1227)
H (-3.6910, -3.7797, 0.6013)
H (-1.0138, -4.5127, -4.4274)